<i>
C9H18N3 | ωB97M-V with the def2-TZVPD basis set

Results
multiplicity	1
structure (SMILES)	CCN[N+]1(NCC)C=CC=CC1
HOMO-LUMO gap	9.62	eV
HOMO energy	-13.264	eV
total charge	+1

Each line ends with the Löwdin charge.
Positions of all 30 atoms, in Å:
H  -0.66  1.40  -0.30  0.068
N  -0.04  -0.33  0.68  -0.218
H  0.90  2.62  -2.65  0.035
H  1.96  0.34  -0.78  0.113
H  1.71  0.05  1.97  0.145
H  0.66  1.62  3.34  0.130
C  -1.43  -0.47  0.96  -0.108
H  0.82  -3.20  -0.46  0.103
H  -3.10  0.74  1.56  0.100
H  -0.72  -2.73  -2.57  0.103
H  1.30  1.06  -3.14  0.059
C  0.09  1.22  2.51  -0.044
C  1.42  1.80  -2.39  -0.038
H  -1.46  -1.46  -1.46  0.075
H  1.62  -1.42  0.21  0.144
N  0.61  -1.48  0.36  -0.005
H  1.56  1.97  -0.06  0.140
C  -2.07  0.71  1.69  -0.010
C  0.69  0.34  1.75  -0.043
H  -2.04  -0.65  -0.04  0.168
H  -0.76  -3.04  0.21  0.112
C  1.28  1.23  -0.94  -0.239
C  -1.29  1.60  2.36  -0.041
H  -1.37  -1.35  1.61  0.158
H  2.44  2.16  -2.56  0.090
N  -0.03  0.74  -0.59  0.072
C  -0.01  -2.57  -0.40  -0.187
H  0.25  -1.25  -2.03  0.052
C  -0.47  -2.00  -1.74  -0.063
H  -1.87  2.34  2.93  0.130

---

<ii>
C9H18N3 | ωB97M-V with the def2-TZVPD basis set

Results
multiplicity	1
structure (SMILES)	CN(C)[n+]1cccn1C(C)(C)C
HOMO-LUMO gap	9.44	eV
HOMO energy	-12.988	eV
total charge	+1

Each line ends with the Löwdin charge.
Positions of all 30 atoms, in Å:
H  1.58  -1.11  -2.73  0.083
N  -1.32  -0.46  0.23  0.032
H  -0.45  -1.24  -2.93  0.157
C  1.79  -1.31  0.00  0.021
H  2.90  -1.17  -0.04  0.107
C  -0.96  -1.08  -1.95  0.005
H  -2.82  1.52  0.51  0.128
C  -0.51  -0.05  2.50  -0.060
H  -0.38  -1.10  2.59  0.085
C  1.21  1.21  -0.30  -0.033
C  1.11  -0.17  -0.88  -0.536
H  1.11  0.56  -2.92  0.094
H  2.20  1.38  0.18  0.113
C  -2.39  -1.15  -0.20  -0.031
N  -1.22  0.41  1.33  -0.235
H  -3.01  -1.96  -2.09  0.098
C  1.72  -0.10  -2.33  -0.004
H  1.45  -1.22  1.01  0.050
H  -1.38  2.56  1.00  0.097
H  1.21  1.95  -1.16  0.113
H  -3.24  -1.55  0.43  0.173
H  0.54  1.44  0.53  0.051
C  -2.01  1.70  1.37  -0.004
H  0.38  0.50  2.63  0.067
C  -2.28  -1.45  -1.53  -0.006
H  -1.13  0.27  3.40  0.115
H  -2.52  1.81  2.31  0.074
H  2.71  0.17  -2.16  0.081
N  -0.29  -0.53  -0.95  0.065
H  1.44  -2.23  -0.51  0.098

---

Which structure loses on stability? <i> does.

---

<i>
C3H10O2 | ωB97M-V with the def2-TZVPD basis set

Results
multiplicity	1
structure (SMILES)	C=CC.O.O
HOMO-LUMO gap	10.10	eV
HOMO energy	-9.553	eV

Each line ends with the Löwdin charge.
Positions of all 15 atoms, in Å:
H  -0.93  0.16  1.80  -0.013
H  -0.23  0.79  -1.40  0.014
C  1.53  0.69  -0.26  -0.224
C  2.46  -0.13  0.27  -0.014
O  -2.95  -1.48  0.18  -0.057
H  0.64  -0.51  -1.94  0.088
H  -1.17  1.50  1.00  0.125
H  3.28  0.23  0.78  0.011
H  -0.22  -0.60  -0.42  0.071
H  2.36  -1.25  0.18  0.085
H  -2.90  -0.99  -0.67  0.051
O  -1.30  0.51  1.08  -0.030
H  1.57  1.81  -0.23  0.107
H  -2.54  -0.81  0.68  -0.062
C  0.40  0.09  -1.05  -0.153

---

<ii>
C3H10O2 | ωB97M-V with the def2-TZVPD basis set

Results
multiplicity	1
structure (SMILES)	C=CC.O.O
HOMO-LUMO gap	10.75	eV
HOMO energy	-10.078	eV

Each line ends with the Löwdin charge.
Positions of all 15 atoms, in Å:
H  3.18  -0.28  -0.24  0.049
H  -1.65  0.13  1.19  -0.018
H  -0.54  -1.95  -0.99  0.079
H  -0.99  1.62  -1.16  0.033
C  2.20  -0.53  0.15  -0.014
O  -0.78  2.23  -0.43  -0.077
H  -0.86  -0.32  -0.61  0.038
C  -0.20  -1.14  -0.34  -0.113
O  -2.41  0.27  1.77  -0.057
H  0.19  2.35  -0.61  0.059
H  2.18  -0.54  1.23  0.059
H  1.43  -0.80  -1.76  0.093
H  -2.56  1.21  1.81  0.026
H  -0.41  -1.46  0.68  0.081
C  1.22  -0.80  -0.69  -0.239

---

Which structure loses on stability? <i> does.